Here is an isolated ion of composition C3H8NO2 and charge -1 from the OMol25 dataset. Energies are from ωB97M-V/def2-TZVPD.

XYZ file:
```
14
Properties=species:S:1:pos:R:3:forces:R:3:mulliken_charge:R:1
N 1.1506 -0.7606 0.5692 -0.15 -0.55 -0.62 -0.838
C -0.1232 -0.0044 0.4302 0.09 -0.43 -0.03 0.251
C -1.2696 -0.8414 -0.1911 -0.31 0.04 -0.01 -0.629
O -2.3351 -0.1362 -0.5668 0.03 0.02 0.07 -0.856
C 0.1281 1.2149 -0.4161 0.66 0.09 0.56 -0.515
O 1.3913 1.8208 -0.0639 0.07 0.26 0.02 -0.561
H 1.4933 -0.8915 -0.3871 0.08 0.18 0.10 0.274
H 0.8666 -1.7189 0.7853 0.07 0.14 0.39 0.292
H -0.3877 0.3005 1.4419 -0.23 0.16 0.14 0.295
H -1.4975 -1.6538 0.5663 0.15 -0.03 0.02 0.201
H -0.7552 -1.4082 -1.0310 0.06 0.02 -0.06 0.156
H -0.6496 1.9338 -0.2009 -0.29 0.11 -0.42 0.296
H 0.1612 0.9422 -1.4741 -0.20 0.05 -0.06 0.271
H 1.8268 1.2027 0.5381 -0.04 -0.05 -0.11 0.363
```
Forces are in eV/Å.

Calculated values
SMILES   N[C@H](C[O-])CO
Kohn-Sham gap   6.68 eV
Total charge   -1
ΔE to the lowest compared entry with this formula, charge and spin   239.8 kJ/mol
Electronic energy   -324.32406 Eh